Record 1
The following is a quantum chemistry calculation of a gas-phase ion, C15H33BF (charge -1), from OMol25.

Structure (XYZ):
```
50
C15H33BF ωB97M-V with the def2-TZVPD basis set
C 1.51854 -1.87702 2.19457
C 1.43598 -2.25784 0.71466
C 0.27566 -3.19650 0.36245
C -1.13459 -2.64452 0.65564
C -1.91039 -2.26471 -0.60602
C -1.15927 -1.24463 -1.46614
C -2.06911 -0.36464 -2.32898
C -2.47210 0.96543 -1.66883
C -2.73543 0.92701 -0.16895
C -2.65266 2.32697 0.46955
C -1.30720 2.57816 1.16131
C -0.05696 2.18766 0.39249
B 1.34515 2.32527 1.28677
C 2.45258 1.22573 0.75721
C 2.65605 1.26012 -0.76482
C 3.92425 0.60815 -1.25819
F 3.82189 -0.78790 -1.19656
H 0.54019 -1.73434 2.64751
H 2.05377 -2.64260 2.75747
H 2.07628 -0.94853 2.30567
H 1.40790 -1.36128 0.09612
H 2.36192 -2.77690 0.45845
H 0.42242 -4.12664 0.91649
H 0.35457 -3.43656 -0.69937
H -1.69619 -3.38228 1.22885
H -1.04848 -1.74104 1.26174
H -2.89204 -1.87460 -0.33209
H -2.07834 -3.16751 -1.20271
H -0.48013 -1.78311 -2.12944
H -0.52728 -0.62154 -0.83399
H -1.52454 -0.13446 -3.24718
H -2.94789 -0.93398 -2.64242
H -3.39940 1.31564 -2.13297
H -1.71361 1.71100 -1.90292
H -3.72399 0.50125 0.01906
H -2.00874 0.30531 0.35288
H -3.46054 2.45417 1.19493
H -2.82186 3.07415 -0.31275
H -1.31087 2.07598 2.13187
H -1.23877 3.64938 1.38339
H 0.01271 2.78097 -0.52826
H -0.12120 1.13630 0.07379
H 1.81284 3.46692 1.19932
H 1.05750 2.06574 2.46314
H 3.43758 1.37742 1.21765
H 2.13811 0.21062 1.03013
H 2.63919 2.29399 -1.12128
H 1.83141 0.73079 -1.25200
H 4.77557 0.89028 -0.63736
H 4.13952 0.85878 -2.29990
```

Properties
Total charge: -1
E_tot, Eh: -716.05991

Quick look at the natural (NBO) charges, all values in e: C -0.616; C -0.397; C -0.397; C -0.402; C -0.391; C -0.411; C -0.391; C -0.398; C -0.401; C -0.389; C -0.384; C -0.636; B -0.111; C -0.615; C -0.439; C 0.068; F -0.397; H 0.197; H 0.186; H 0.236; H 0.216; H 0.199; H 0.187; H 0.194; H 0.193; H 0.205; H 0.199; H 0.183; H 0.198; H 0.217; H 0.197; H 0.181; H 0.187; H 0.212; H 0.183; H 0.203; H 0.182; H 0.177; H 0.189; H 0.190; H 0.177; H 0.163; H -0.086; H -0.084; H 0.176; H 0.175; H 0.202; H 0.195; H 0.147; H 0.136


Record 2
The following is a quantum chemistry calculation of 5 unconnected molecules or ions with the total composition C22H49ClN4O7S, from OMol25.

Structure (XYZ):
```
84
C22H49ClN4O7S ωB97M-V with the def2-TZVPD basis set
O 2.63266 4.93329 -0.77746
S 3.32208 3.51894 -0.86646
O 4.58675 3.74037 -1.99143
Cl 4.11414 3.32593 -3.55960
O 2.15192 2.38285 -1.47069
C 0.86336 3.02778 -1.13026
C 0.07171 3.77593 -2.38527
C -1.36009 4.51357 -1.97583
C -1.88446 4.47825 -0.41764
C -1.07942 3.75783 0.84183
C 0.34430 2.99550 0.42543
H 0.52534 3.78935 -3.48720
H -1.92456 5.05389 -2.85543
H -2.90295 4.99689 -0.15921
H -1.46697 3.77989 1.95510
H 1.04068 2.44904 1.21616
C -5.15689 -1.20241 -0.85179
C -5.84807 0.06708 -1.34289
C -4.86468 1.19827 -1.72429
O -4.29383 1.88394 -0.60593
C -3.19251 1.21656 -0.00880
N -6.81121 0.51082 -0.32427
H -4.78293 -1.11202 0.17146
H -5.86125 -2.04472 -0.85672
H -4.31545 -1.46773 -1.50026
H -6.40599 -0.20011 -2.24844
H -5.42620 1.95967 -2.27960
H -4.08004 0.83922 -2.40023
H -2.58629 0.67827 -0.74368
H -3.54631 0.53545 0.76812
H -2.56260 1.96674 0.47606
H -7.34283 1.29773 -0.69817
H -6.27304 0.92580 0.44238
C 0.25026 -4.01307 -3.54858
C -0.96666 -3.41435 -4.24942
C -1.26936 -1.95791 -3.82607
O -1.88797 -1.83462 -2.54198
C -0.98555 -1.89614 -1.44803
N -2.12527 -4.29212 -4.02736
H 0.04379 -4.30177 -2.51461
H 0.58005 -4.92154 -4.06966
H 1.08806 -3.30808 -3.54504
H -0.74619 -3.40338 -5.32364
H -1.99104 -1.54264 -4.54031
H -0.37565 -1.32630 -3.88777
H -0.01778 -1.44293 -1.68330
H -0.85552 -2.93285 -1.13018
H -1.42840 -1.35054 -0.61086
H -2.90940 -3.94422 -4.58031
H -2.43148 -4.15210 -3.05978
C 6.55026 3.44493 3.02742
C 5.33334 4.04365 2.32658
C 5.03064 5.50009 2.74993
O 4.41203 5.62338 4.03402
C 5.31445 5.56186 5.12797
N 4.17473 3.16588 2.54864
H 6.34379 3.15623 4.06139
H 6.88005 2.53646 2.50634
H 7.38806 4.14992 3.03096
H 5.55381 4.05462 1.25236
H 4.30896 5.91536 2.03569
H 5.92435 6.13170 2.68823
H 6.28222 6.01507 4.89270
H 5.44448 4.52515 5.44582
H 4.87160 6.10746 5.96514
H 3.39060 3.51378 1.99569
H 3.86852 3.30590 3.51622
C 0.05826 -5.72324 3.25714
C -1.02381 -5.74127 2.18042
C -0.53388 -6.29233 0.82087
O 0.26719 -5.37630 0.06859
C 1.62920 -5.32590 0.46515
N -1.58367 -4.38850 2.04357
H 0.77318 -4.90681 3.12519
H -0.39433 -5.58878 4.24845
H 0.61545 -6.66574 3.27015
H -1.81972 -6.40705 2.53530
H -1.41626 -6.48898 0.19947
H -0.01824 -7.25254 0.93746
H 2.00038 -6.30025 0.79707
H 1.76120 -4.57834 1.25028
H 2.22212 -5.00484 -0.39508
H -2.37393 -4.42571 1.39878
H -0.89125 -3.82223 1.54409
```

Properties
E_tot, Eh: -2471.20935

Quick look at the Mulliken charges, all values in e: O -0.466; S 0.754; O -0.281; Cl 0.007; O -0.332; C 0.183; C -0.245; C -0.436; C -0.225; C -0.655; C 0.026; H 0.280; H 0.299; H 0.293; H 0.403; H 0.339; C -1.201; C 0.410; C -0.667; O -0.408; C -0.156; N -0.780; H 0.250; H 0.371; H 0.160; H 0.438; H 0.370; H 0.332; H 0.052; H 0.272; H 0.004; H 0.277; H 0.332; C -1.064; C 0.295; C -0.791; O -0.267; C -0.595; N -0.746; H -0.037; H 0.372; H 0.349; H 0.432; H 0.326; H 0.390; H 0.357; H 0.103; H 0.227; H 0.280; H 0.326; C -1.580; C 0.658; C -0.623; O -0.411; C -0.636; N -0.622; H 0.282; H 0.370; H 0.353; H 0.240; H 0.287; H 0.447; H 0.294; H 0.222; H 0.261; H 0.160; H 0.335; C -1.396; C 0.315; C -0.780; O -0.238; C -0.777; N -0.722; H 0.266; H 0.355; H 0.343; H 0.433; H 0.328; H 0.443; H 0.339; H 0.275; H 0.232; H 0.278; H 0.311


Record 3
The following is a quantum chemistry calculation of a gas-phase ion, C4H12N3 (charge +1), from OMol25.

Structure (XYZ):
```
19
C4H12N3 ωB97M-V with the def2-TZVPD basis set
N -2.70272 0.24856 -1.20729
C -1.67291 -0.54674 -0.62029
C -0.69873 0.04289 0.05924
N -0.78199 1.52366 0.06263
C 0.45273 -0.56724 0.76740
C 1.80597 -0.30559 0.08323
N 2.83792 -1.04754 0.77598
H -3.59200 0.10970 -0.73635
H -2.84366 0.01645 -2.18457
H -1.68056 -1.62721 -0.70187
H 0.04551 1.94550 -0.36428
H -1.62350 1.73429 -0.51683
H -0.88054 1.91170 1.00574
H 0.30565 -1.64374 0.82311
H 0.51104 -0.21074 1.80100
H 1.75118 -0.65439 -0.95127
H 1.99312 0.78240 0.02464
H 3.08956 -0.61666 1.65871
H 3.68395 -1.09529 0.22107
```

Properties
Total charge: +1
SMILES: N/C=C(\[NH3+])CCN
ΔE to the lowest compared entry with this formula, charge and spin, kcal per mole: 37.0

Quick look at the natural (NBO) charges, all values in e: N -0.885; C 0.005; C 0.128; N -0.715; C -0.466; C -0.203; N -0.822; H 0.402; H 0.404; H 0.224; H 0.439; H 0.474; H 0.440; H 0.262; H 0.223; H 0.204; H 0.143; H 0.364; H 0.379


Record 4
The following is a quantum chemistry calculation of a gas-phase ion, CH8N5 (charge +1), from OMol25.

Structure (XYZ):
```
14
CH8N5 ωB97M-V with the def2-TZVPD basis set
H -1.73521 -1.86412 0.83926
N -1.96844 -0.99337 0.35934
C -1.23705 -0.03219 0.19188
N -1.08874 1.17938 -0.33830
N 0.41147 -0.39459 0.51490
N 0.82662 -1.24456 -0.50897
N 1.33463 0.70952 0.57830
H -0.47081 1.36166 -1.10855
H -2.00798 1.54107 -0.48590
H 0.88475 -2.22168 -0.37447
H 0.30710 -1.10530 -1.36511
H 0.93846 1.56443 0.64296
H 1.86017 0.87475 -0.25458
H 1.94504 0.62498 1.30926
```

Properties
Total charge: +1
SMILES: [H]/N=C(/N)N(N)[NH3+]
ΔE to the lowest compared entry with this formula, charge and spin, kcal per mole: 105.5

Quick look at the natural (NBO) charges, all values in e: H 0.427; N -0.615; C 0.630; N -0.850; N -0.231; N -0.691; N -0.502; H 0.408; H 0.423; H 0.394; H 0.347; H 0.418; H 0.415; H 0.427